[1]
Below is 2 unconnected molecules or ions with the total composition CH8N5O at a distorted geometry, with properties calculated with ωB97M-V/def2-TZVPD.

Results
**Net charge**: +1
**Spin multiplicity**: 3
**Energy above the lowest of the compared OMol25 structures with the same formula, charge and spin**: 0.0 kJ/mol
**HOMO level (alpha / beta)**: -0.4074 / -0.4999 Ha
**DFT total energy**: -10653.361 eV

Each line ends with the Löwdin spin population.
Geometry (Å):
C: -2.016 -0.118 0.027  0.111
N: -2.794 -1.183 0.100  0.134
N: 3.189 -0.175 -0.439  0.269
N: -0.764 -0.236 0.398  0.275
N: 1.251 0.751 0.765  0.724
N: 0.150 0.694 0.212  0.423
O: -2.628 0.989 -0.368  0.027
H: -2.406 -2.070 0.379  0.002
H: -3.775 -1.105 -0.119  0.004
H: 3.320 -0.015 -1.427  0.004
H: 3.327 -1.156 -0.239  0.005
H: 3.858 0.372 0.085  0.000
H: 1.404 0.019 1.460  0.015
H: -2.121 1.810 -0.318  0.002
H: 0.004 1.421 -0.517  0.004

---

[2]
Below is 4 unconnected molecules or ions with the total composition C2H15N2O3 at a distorted geometry, with properties calculated with ωB97M-V/def2-TZVPD.

Results
**Net charge**: +1
**Spin multiplicity**: 1
**Energy above the lowest of the compared OMol25 structures with the same formula, charge and spin**: 57.0 kJ/mol
**HOMO level**: -0.4839 Ha
**DFT total energy**: -11433.994 eV

Each line ends with the Mulliken charge.
Geometry (Å):
N: -0.509 -0.947 -1.016  -0.169
C: -0.458 0.416 -0.368  -0.558
C: 0.630 0.324 0.690  -0.479
N: 1.816 -0.242 0.085  -0.479
H: -0.321 -1.665 -0.311  0.289
H: -1.428 -1.139 -1.405  0.348
H: 0.180 -0.950 -1.733  0.291
H: -0.286 1.164 -1.126  0.385
H: -1.415 0.590 0.123  0.307
H: 0.951 1.297 1.078  0.386
H: 0.321 -0.028 1.676  0.309
H: 2.176 -1.098 0.478  0.187
H: 2.582 0.368 -0.143  0.200
H: -0.704 4.842 2.950  0.325
H: -2.183 4.814 3.146  0.322
O: -1.487 4.356 2.661  -0.643
H: -1.828 -1.832 2.024  0.303
H: -1.741 -3.217 1.474  0.293
O: -1.367 -2.335 1.342  -0.600
H: 2.138 -2.303 -3.635  0.321
H: 1.408 -1.251 -4.401  0.326
O: 1.662 -1.472 -3.498  -0.663

---

[3]
Below is 2 unconnected molecules or ions with the total composition Cl2NO3P at a distorted geometry, with properties calculated with ωB97M-V/def2-TZVPD.

Results
**Spin multiplicity**: 1
**Energy above the lowest of the compared OMol25 structures with the same formula, charge and spin**: 182.1 kJ/mol
**HOMO level (alpha / beta)**: -0.3654 / -0.3546 Ha
**DFT total energy**: -41963.614 eV

Each line ends with the Mulliken charge.
Geometry (Å):
N: -0.253 -0.053 -0.978  0.748
O: -0.968 0.866 -1.170  -0.390
O: 0.040 -1.082 -1.418  -0.431
O: 1.750 -0.031 2.089  -0.482
P: 0.564 0.379 1.343  0.809
Cl: 0.462 2.291 1.107  -0.129
Cl: -1.142 -0.015 2.191  -0.126

---

[4]
Below is a molecular structure, C56H118InN6O8 at a distorted geometry, with properties calculated with ωB97M-V/def2-TZVPD.

Results
**Spin multiplicity**: 2
**HOMO level (alpha / beta)**: -0.2689 / -0.2676 Ha
**DFT total energy**: -90461.506 eV

Each line ends with the Löwdin spin population.
Geometry (Å):
In: 23.762 1.139 4.468  -0.005
O: 22.949 -0.902 6.734  0.847
C: 21.512 -1.140 6.629  0.073
C: 20.703 -0.729 5.311  0.007
O: 20.856 0.586 4.766  0.015
H: 21.105 -0.650 7.514  0.042
H: 21.348 -2.195 6.848  0.013
H: 19.662 -1.022 5.448  -0.001
H: 20.998 -1.480 4.578  0.002
C: 21.471 5.265 8.098  0.000
C: 20.874 4.558 6.801  0.000
C: 19.461 5.171 6.588  0.000
C: 19.544 6.419 5.669  0.000
C: 20.132 6.099 4.297  0.000
C: 21.247 4.993 4.213  0.000
N: 21.785 4.770 5.579  0.000
O: 22.954 3.972 5.577  0.000
C: 20.564 3.787 3.780  0.000
C: 22.392 5.462 3.230  0.000
C: 20.517 3.086 7.097  0.000
H: 22.427 4.775 8.285  0.000
H: 20.931 5.168 9.040  0.000
H: 21.563 6.327 7.873  0.000
H: 18.713 4.439 6.283  0.000
H: 19.020 5.593 7.491  0.000
H: 20.192 7.076 6.248  0.000
H: 18.598 6.951 5.571  0.000
H: 20.478 6.968 3.738  0.000
H: 19.263 5.749 3.739  0.000
H: 21.067 2.828 3.910  0.000
H: 19.558 3.721 4.193  0.000
H: 20.325 3.835 2.718  0.000
H: 22.711 6.458 3.540  0.000
H: 23.322 4.915 3.387  0.000
H: 22.212 5.477 2.155  0.000
H: 21.473 2.604 7.303  0.000
H: 20.244 2.583 6.170  0.000
H: 19.816 2.885 7.907  0.000
H: 23.643 4.641 5.575  0.000
C: 19.932 -8.128 2.368  0.000
C: 19.510 -6.838 1.797  0.000
C: 18.569 -6.234 2.938  0.000
C: 18.449 -4.698 3.179  0.000
C: 19.737 -3.998 2.802  0.000
C: 20.523 -4.624 1.588  0.000
N: 20.706 -6.075 1.528  0.000
O: 21.564 -6.523 0.553  0.000
C: 19.764 -4.067 0.425  0.000
C: 21.889 -3.892 1.587  0.000
C: 18.894 -7.084 0.386  0.000
H: 20.463 -8.806 1.700  0.000
H: 19.112 -8.611 2.901  0.000
H: 20.686 -7.866 3.111  0.000
H: 17.558 -6.592 2.744  0.000
H: 18.767 -6.758 3.873  0.000
H: 18.206 -4.379 4.193  0.000
H: 17.667 -4.318 2.523  0.000
H: 20.332 -3.900 3.710  0.000
H: 19.416 -2.967 2.654  0.000
H: 18.679 -4.176 0.434  0.000
H: 19.926 -2.989 0.423  0.000
H: 19.999 -4.544 -0.527  0.000
H: 22.008 -2.868 1.942  0.000
H: 22.642 -4.348 2.231  0.000
H: 22.217 -4.012 0.555  0.000
H: 19.538 -7.326 -0.459  0.000
H: 18.285 -6.267 -0.001  0.000
H: 18.176 -7.900 0.467  0.000
H: 22.461 -6.623 0.881  0.000
C: 23.851 -3.957 9.855  0.000
C: 23.061 -4.991 9.050  0.000
C: 21.495 -4.586 9.160  0.000
C: 20.563 -5.356 8.112  0.000
C: 21.261 -5.316 6.747  0.000
C: 22.716 -5.791 6.621  0.000
N: 23.496 -5.076 7.641  0.000
O: 24.889 -5.461 7.484  0.000
C: 22.753 -7.335 6.735  0.000
C: 23.193 -5.231 5.223  0.000
C: 23.161 -6.329 9.880  0.000
H: 23.784 -4.224 10.910  0.000
H: 23.668 -2.937 9.517  0.000
H: 24.915 -3.943 9.618  0.000
H: 21.315 -4.736 10.224  0.000
H: 21.430 -3.499 9.101  0.000
H: 19.555 -4.941 8.120  0.000
H: 20.430 -6.349 8.543  0.000
H: 21.305 -4.238 6.596  0.000
H: 20.686 -5.918 6.044  0.000
H: 23.709 -7.837 6.884  0.000
H: 22.044 -7.768 7.440  0.000
H: 22.493 -7.653 5.725  0.000
H: 22.548 -5.759 4.521  0.000
H: 22.959 -4.173 5.108  0.000
H: 24.193 -5.584 4.967  0.000
H: 22.346 -6.965 9.534  0.000
H: 23.157 -6.173 10.958  0.000
H: 24.179 -6.682 9.720  0.000
H: 24.815 -6.390 7.716  0.000
C: 22.535 -0.390 10.691  0.000
C: 23.939 0.350 10.887  0.000
C: 23.932 0.692 12.451  0.000
C: 25.190 1.365 13.175  0.000
C: 26.195 0.243 12.938  0.000
C: 26.470 -0.160 11.400  0.000
N: 25.238 -0.464 10.642  0.000
O: 25.369 -0.822 9.262  0.000
C: 27.361 0.973 10.767  0.000
C: 27.324 -1.410 11.469  0.000
C: 23.982 1.644 10.036  0.000
H: 22.394 -1.311 11.259  0.000
H: 21.791 0.390 10.851  0.000
H: 22.417 -0.735 9.664  0.000
H: 23.048 1.309 12.611  0.000
H: 23.683 -0.226 12.983  0.000
H: 25.561 2.349 12.891  0.000
H: 24.899 1.403 14.225  0.000
H: 25.677 -0.608 13.381  0.000
H: 27.063 0.543 13.525  0.000
H: 27.090 1.983 11.074  0.000
H: 27.443 0.804 9.693  0.000
H: 28.394 0.953 11.114  0.000
H: 26.937 -2.039 12.271  0.000
H: 28.357 -1.257 11.780  0.000
H: 27.274 -1.954 10.526  0.000
H: 23.874 1.483 8.964  0.001
H: 23.457 2.539 10.369  0.000
H: 25.031 1.930 10.122  0.000
H: 25.320 0.071 8.915  0.000
C: 14.409 -1.159 9.456  0.000
C: 15.727 -1.903 9.908  0.000
C: 16.055 -3.084 8.941  0.000
C: 16.813 -2.610 7.642  0.000
C: 17.934 -1.585 7.999  0.000
C: 17.651 -0.409 9.031  0.000
N: 16.775 -0.876 10.077  0.000
O: 16.577 0.124 11.082  0.000
C: 19.004 0.008 9.707  0.002
C: 17.067 0.832 8.293  0.000
C: 15.343 -2.636 11.332  0.000
H: 13.514 -1.743 9.242  0.000
H: 14.606 -0.619 8.530  0.000
H: 14.165 -0.517 10.301  0.000
H: 16.552 -3.938 9.401  0.000
H: 15.067 -3.481 8.711  0.000
H: 16.107 -2.132 6.963  0.000
H: 17.165 -3.464 7.064  0.000
H: 18.012 -1.074 7.040  0.000
H: 18.895 -2.071 8.170  0.000
H: 19.410 -0.770 10.353  0.000
H: 19.768 0.214 8.958  0.002
H: 19.076 0.892 10.341  0.000
H: 16.841 1.687 8.930  0.000
H: 17.872 1.246 7.686  0.000
H: 16.117 0.720 7.769  0.000
H: 15.166 -1.812 12.023  0.000
H: 16.181 -3.196 11.748  0.000
H: 14.478 -3.298 11.360  0.000
H: 15.913 0.602 10.580  0.000
C: 25.678 2.468 1.431  0.000
C: 24.590 2.046 0.390  0.000
C: 25.192 0.814 -0.345  0.000
C: 24.169 0.060 -1.160  0.000
C: 22.933 -0.353 -0.290  0.000
C: 22.313 0.877 0.581  0.000
N: 23.356 1.735 1.149  0.000
O: 22.927 2.726 1.861  0.000
C: 21.336 1.681 -0.324  0.000
C: 21.668 0.190 1.695  0.000
C: 24.484 3.232 -0.608  0.000
H: 25.255 3.361 1.892  0.000
H: 26.651 2.716 1.008  0.000
H: 25.680 1.715 2.220  0.000
H: 26.010 1.026 -1.034  0.000
H: 25.649 0.143 0.382  0.000
H: 24.687 -0.807 -1.572  0.000
H: 24.062 0.707 -2.030  0.000
H: 23.046 -1.289 0.259  0.000
H: 22.072 -0.782 -0.803  0.000
H: 20.398 1.130 -0.404  0.000
H: 20.955 2.671 -0.071  0.000
H: 21.626 1.818 -1.365  0.000
H: 22.321 -0.459 2.277  0.000
H: 21.294 0.924 2.409  0.000
H: 20.729 -0.276 1.396  0.000
H: 23.733 3.134 -1.391  0.000
H: 25.410 3.510 -1.111  0.000
H: 24.269 4.126 -0.024  0.000
H: 22.635 3.238 1.104  0.000